The following is a quantum chemistry calculation of 4 unconnected molecules or ions with the total composition C52H92FN4O11P at a distorted geometry, from OMol25.

XYZ file:
```
161
Properties=species:S:1:pos:R:3:forces:R:3
C 2.1547 -7.8202 0.1307 0.2 -0.6 -0.2
C 3.4960 -7.4692 -0.7754 -0.8 0.0 0.1
C 3.0827 -6.5022 -2.0348 0.7 1.0 0.8
C 3.6336 -4.9818 -1.7023 -1.7 0.1 -0.2
C 2.5140 -4.2795 -0.7207 1.5 0.9 0.5
C 3.0927 -2.7887 -0.3250 0.2 -0.6 0.4
C 3.1941 -1.7400 -1.5800 -0.2 0.9 0.6
C 1.7095 -1.2016 -2.1206 1.4 -0.2 1.0
C 1.2506 -0.0427 -1.0041 -0.7 -1.1 -2.0
C -0.3592 0.1580 -1.2176 0.3 0.5 -0.8
C -1.1239 1.0565 -0.0890 -0.7 -0.6 -0.2
C -0.7322 0.7466 1.4660 -0.3 0.8 1.1
C -1.8118 -0.1803 2.2903 -0.1 -0.2 -0.1
C -1.4547 -1.8136 2.2304 0.2 1.5 0.2
C -1.9151 -2.3088 0.7403 0.6 -0.9 -0.2
C -2.7612 -3.7044 0.6813 -2.8 -1.1 1.2
C -4.0285 -3.9956 1.4628 2.6 0.9 -1.8
C -4.6706 -2.8594 2.4949 -0.3 0.7 0.2
C -5.4220 -1.5517 1.8020 0.4 -0.6 6.2
C -5.9969 -0.5119 2.9804 2.2 -4.1 0.2
C -5.7210 -0.9712 4.5182 0.3 -0.4 -1.8
N -5.0028 -2.1501 5.0813 -0.6 0.6 -5.7
C -4.4637 -3.1206 4.0864 -2.1 3.5 -1.8
C -4.8082 -5.4603 1.2404 -1.3 -2.3 3.2
O -5.3392 -6.1639 2.2438 3.3 4.6 -6.4
C -4.7996 -5.9643 -0.3560 0.2 -0.6 -2.8
C -3.4013 -5.6465 -1.2182 -1.8 -1.0 -1.3
C -3.2171 -6.0194 -2.8036 -3.0 -1.0 1.8
C -1.8832 -5.6878 -3.6977 -0.9 0.8 -0.2
C -4.5317 -6.7523 -3.5338 0.2 0.9 2.7
F -4.3593 -7.0454 -5.0003 -0.7 0.9 4.7
C -5.9224 -7.0741 -2.6882 2.3 1.2 0.4
C -7.2600 -7.7626 -3.4165 0.2 1.2 0.5
O -7.3021 -7.5555 -4.8721 -1.1 0.8 1.9
C -8.1144 -6.3891 -5.2513 0.2 1.0 -1.8
C -7.3705 -4.9325 -5.0081 -0.7 0.1 -0.5
C -6.0902 -6.6946 -1.0885 4.3 1.5 -3.4
P -7.6473 -6.9830 -0.0225 0.2 -0.5 2.6
O -8.6092 -5.5352 -0.1214 2.2 -0.7 -2.5
O -8.5609 -8.3818 -0.5129 -0.5 3.5 -1.7
C -2.1836 -4.8646 -0.3777 3.3 -1.3 0.0
O -0.8854 -5.1527 -0.4927 -7.9 2.0 0.5
H 1.5624 -8.7339 -0.3572 1.3 2.0 1.1
H 2.5163 -8.1473 1.2196 -1.0 0.8 -2.3
H 1.4040 -6.9026 0.1687 1.7 -1.9 0.1
H 4.2647 -6.9236 -0.0496 -1.5 -1.2 -1.8
H 3.9421 -8.4620 -1.2053 -0.7 1.9 1.1
H 1.8982 -6.4446 -2.0482 2.5 -0.2 -0.4
H 3.5499 -6.8071 -3.0680 -1.1 0.2 2.1
H 3.6583 -4.3357 -2.7026 0.2 -1.4 2.1
H 4.6933 -4.9768 -1.1602 -2.3 -0.1 -1.3
H 1.4508 -4.1640 -1.2121 2.2 -0.5 0.9
H 2.4406 -4.8808 0.3032 0.0 1.2 -2.3
H 4.1867 -2.9308 0.1312 -2.3 0.3 -1.0
H 2.4278 -2.4098 0.5792 1.3 -0.3 -2.0
H 3.8807 -2.1315 -2.4489 -1.5 0.5 1.8
H 3.7347 -0.7642 -1.1545 -1.0 -2.1 -1.0
H 1.8951 -0.7599 -3.1878 -0.7 -0.7 2.0
H 0.9407 -2.1064 -2.1604 1.6 2.0 0.0
H 1.7957 0.9428 -1.3241 -0.9 -1.8 1.1
H 1.5738 -0.4764 0.0324 -0.7 1.2 -1.9
H -0.8398 -0.9067 -1.4168 0.9 2.3 0.7
H -0.4835 0.7430 -2.2512 0.2 -1.3 2.2
H -1.0140 2.2010 -0.3406 0.0 -2.3 0.5
H -2.2886 0.8198 -0.2038 2.4 0.6 0.2
H 0.3243 0.2802 1.6443 -1.8 0.9 -0.7
H -0.7194 1.8014 2.0255 0.0 -2.2 -1.2
H -2.8638 -0.0098 1.7878 1.9 -0.4 1.2
H -1.8864 0.1952 3.4043 0.3 -0.8 -2.2
H -1.9529 -2.3786 3.1256 0.7 1.0 -2.0
H -0.2761 -1.9103 2.3900 -2.6 0.0 -0.6
H -0.9122 -2.4568 0.1128 -2.4 0.1 1.2
H -2.5474 -1.4697 0.1993 1.2 -1.8 1.2
H -5.5432 -1.3728 0.6527 0.4 -0.6 2.5
H -6.5775 0.4869 2.6916 1.4 -2.5 0.9
H -6.1766 -0.2277 5.3370 1.3 -2.0 -1.9
H -3.8731 -4.0846 4.4692 -1.6 2.5 -1.0
H -0.9120 -5.4672 -3.0832 -2.1 -0.7 -0.9
H -1.7058 -6.5389 -4.4800 -0.4 1.6 1.6
H -2.1267 -4.6785 -4.2896 0.5 -2.3 1.2
H -8.1824 -7.1499 -2.9699 1.9 -1.6 -0.7
H -7.3172 -8.9113 -3.1313 0.1 2.5 -0.8
H -9.1958 -6.3775 -4.7907 2.1 -0.2 -0.5
H -8.2729 -6.4680 -6.4310 0.5 -0.2 2.6
H -7.6487 -4.2323 -5.9331 0.5 -1.5 2.1
H -6.1948 -4.9935 -5.0010 -2.5 -0.1 0.2
H -7.8311 -4.4638 -4.0330 1.3 -0.7 -1.8
H -8.1421 -4.9092 -0.7712 -1.2 -1.2 1.2
H -9.3128 -8.0201 -1.0864 1.2 -1.1 0.8
C 0.0646 5.4701 1.1266 -0.2 -0.1 0.3
O 0.4129 4.6484 2.2323 0.3 0.1 -0.5
C 1.6961 4.0280 2.0836 0.1 -0.1 0.7
C 2.6824 4.5908 3.1183 -0.4 0.3 -0.5
N 3.0351 5.9816 2.8112 0.0 -0.2 0.2
C 3.7807 6.6472 3.8869 -0.3 0.2 -0.1
C 3.0420 6.8692 5.2221 0.4 0.4 -0.1
O 1.9571 7.7946 5.1337 0.1 -0.6 0.1
C 0.7207 7.2155 4.7384 0.0 0.4 0.1
H -0.9681 5.8030 1.2603 0.1 -0.1 0.1
H 0.7071 6.3521 1.0797 0.1 0.1 -0.2
H 0.1278 4.9090 0.1879 0.0 0.1 0.0
H 2.0879 4.1213 1.0635 -0.1 0.2 0.1
H 1.5534 2.9604 2.2850 0.0 0.1 0.0
H 3.5909 3.9801 3.1217 0.0 0.1 0.0
H 2.2110 4.5164 4.1041 0.0 -0.3 0.0
H 2.1830 6.5100 2.6388 0.2 -0.2 0.0
H 4.0769 7.6281 3.4977 0.0 0.0 0.2
H 4.7082 6.0931 4.0737 -0.1 -0.1 0.0
H 3.7604 7.3218 5.9157 -0.1 0.0 -0.1
H 2.7250 5.9318 5.6915 -0.2 0.0 -0.1
H 0.6156 6.1800 5.0745 0.1 0.0 -0.1
H 0.6084 7.2785 3.6545 -0.1 -0.2 -0.1
H -0.0867 7.8050 5.1822 0.1 0.0 0.0
C -6.3534 4.0530 -5.0151 0.0 -0.3 -0.1
O -5.4074 3.3473 -5.8063 -0.1 0.5 0.0
C -4.6335 4.2087 -6.6506 0.6 -0.5 -0.1
C -3.1651 4.2177 -6.1988 -0.6 0.2 0.4
N -3.0106 4.9129 -4.9160 0.2 -0.2 -0.2
C -1.6795 4.7487 -4.3182 -0.4 -0.1 0.2
C -1.2764 3.3269 -3.8782 0.2 0.4 0.3
O -2.0458 2.8216 -2.7855 0.1 -0.1 -0.6
C -3.2561 2.1803 -3.1652 0.1 0.1 0.4
H -6.9798 3.3213 -4.4980 0.1 0.0 -0.1
H -5.8515 4.6677 -4.2646 -0.1 0.2 0.0
H -6.9983 4.6780 -5.6423 0.0 0.0 0.1
H -5.0449 5.2241 -6.6983 0.0 -0.1 0.2
H -4.6834 3.7855 -7.6602 0.0 0.1 0.1
H -2.5563 4.7197 -6.9573 0.0 0.0 0.1
H -2.8332 3.1769 -6.1209 0.0 -0.1 -0.3
H -3.7016 4.5568 -4.2598 0.2 0.1 -0.2
H -1.6550 5.3956 -3.4336 0.1 -0.1 0.0
H -0.9263 5.1406 -5.0117 -0.1 -0.1 0.0
H -0.2447 3.3840 -3.5114 -0.1 0.0 0.0
H -1.2573 2.6154 -4.7107 -0.2 0.0 0.0
H -3.1836 1.6905 -4.1405 0.0 0.1 0.0
H -4.0776 2.8989 -3.1589 -0.2 -0.1 -0.2
H -3.4862 1.4191 -2.4142 0.1 0.1 0.0
C 7.3130 5.5301 5.7309 -0.2 -0.2 -0.2
O 7.3072 5.1146 4.3722 0.1 0.5 0.2
C 7.9003 6.0777 3.4921 0.2 -0.5 -0.6
C 9.2063 5.5250 2.9010 -0.2 0.1 0.7
N 10.2541 5.4362 3.9243 -0.1 -0.1 -0.3
C 11.4433 4.6975 3.4811 -0.2 -0.1 0.4
C 11.2665 3.1960 3.1781 0.5 0.1 0.2
O 10.9636 2.4071 4.3302 -0.3 0.2 -0.5
C 9.5798 2.3351 4.6465 0.3 -0.2 0.3
H 6.7386 4.8042 6.3126 0.1 0.0 -0.2
H 8.3313 5.5581 6.1249 0.0 0.2 0.1
H 6.8406 6.5123 5.8410 0.1 0.0 0.1
H 8.0595 7.0462 3.9813 0.1 -0.2 0.1
H 7.1884 6.2351 2.6741 0.1 0.0 0.0
H 9.5446 6.1824 2.0937 0.0 0.0 0.1
H 8.9901 4.5386 2.4773 -0.2 0.0 -0.2
H 9.8769 4.9707 4.7464 0.1 0.1 -0.2
H 12.1852 4.7953 4.2820 0.0 -0.1 -0.1
H 11.8664 5.1972 2.6018 -0.1 -0.1 0.0
H 12.2315 2.8259 2.8122 -0.1 0.0 0.1
H 10.5503 3.0083 2.3709 -0.2 0.0 0.1
H 8.9428 2.3917 3.7592 0.1 0.1 0.0
H 9.3173 3.1221 5.3558 -0.3 0.1 -0.1
H 9.3950 1.3778 5.1422 0.1 0.1 -0.1
```
Positions in Å, forces in eV/Å.

- energy (a.u.) = -3523.28074
- charge = 0